1.
Density functional theory data (the ωB97M-V functional and the def2-TZVPD basis) for 4 unconnected molecules or ions with the total composition C31H36ClN5O9P at a distorted geometry.

Positions of all 83 atoms, in Å:
C (-2.33, -0.86, -2.67)
C (-2.63, -0.10, -1.43)
O (-3.47, -0.42, -0.67)
N (-1.88, 1.15, -1.27)
C (-2.67, 2.36, -1.44)
N (-0.82, 1.11, -0.31)
C (-1.21, 0.59, 1.04)
C (-2.41, 1.27, 1.68)
O (-2.80, 0.61, 2.86)
C (0.25, 0.16, -0.87)
C (1.64, 0.27, -0.32)
C (2.67, 0.71, -1.16)
C (3.98, 0.80, -0.71)
C (4.30, 0.42, 0.59)
C (3.31, -0.06, 1.44)
C (3.62, -0.53, 2.83)
C (2.00, -0.12, 0.98)
P (-0.21, 2.89, -0.01)
O (0.88, 2.74, 1.13)
Cl (0.84, 3.27, -1.70)
H (-2.58, -0.21, -3.50)
H (-2.93, -1.76, -2.72)
H (-1.27, -1.06, -2.76)
H (-2.18, 3.10, -2.07)
H (-3.05, 2.81, -0.53)
H (-3.56, 2.06, -2.00)
H (-0.37, 0.68, 1.73)
H (-1.43, -0.47, 0.98)
H (-3.27, 1.30, 1.02)
H (-2.18, 2.31, 1.92)
H (-2.10, 0.04, 3.19)
H (-0.09, -0.87, -0.76)
H (0.28, 0.36, -1.93)
H (2.45, 1.00, -2.17)
H (4.74, 1.15, -1.38)
H (5.32, 0.49, 0.93)
H (3.09, 0.03, 3.59)
H (4.69, -0.52, 3.00)
H (3.31, -1.57, 2.92)
H (1.25, -0.52, 1.65)
H (0.63, 3.28, 1.90)
C (-5.25, -3.04, -8.20)
C (-5.11, -1.70, -7.89)
C (-4.05, -1.27, -7.11)
C (-3.13, -2.21, -6.67)
C (-3.24, -3.55, -6.98)
C (-4.32, -3.97, -7.75)
N (-1.98, -1.76, -5.87)
O (-1.91, -0.57, -5.59)
O (-1.17, -2.59, -5.52)
H (-6.08, -3.37, -8.81)
H (-5.84, -0.98, -8.24)
H (-3.94, -0.23, -6.86)
H (-2.52, -4.26, -6.62)
H (-4.42, -5.02, -8.00)
C (-0.64, 5.09, 4.12)
C (-1.00, 6.40, 4.40)
C (-0.33, 7.10, 5.39)
C (0.70, 6.48, 6.07)
C (1.07, 5.17, 5.80)
C (0.39, 4.47, 4.82)
N (1.43, 7.23, 7.10)
O (1.08, 8.36, 7.33)
O (2.35, 6.66, 7.66)
H (-1.18, 4.55, 3.34)
H (-1.81, 6.88, 3.86)
H (-0.60, 8.12, 5.62)
H (1.87, 4.70, 6.35)
H (0.66, 3.45, 4.60)
C (2.80, -7.31, 2.11)
C (1.83, -6.56, 1.46)
C (2.13, -5.29, 0.99)
C (3.41, -4.79, 1.19)
C (4.39, -5.52, 1.84)
C (4.07, -6.79, 2.31)
N (3.74, -3.45, 0.69)
O (2.87, -2.81, 0.14)
O (4.88, -3.05, 0.85)
H (2.56, -8.30, 2.47)
H (0.84, -6.97, 1.31)
H (1.39, -4.70, 0.49)
H (5.37, -5.11, 1.99)
H (4.83, -7.38, 2.82)

Values from the calculation:
charge: +1
max |F|: 1.9 eV Å⁻¹

Atom charges from the Löwdin analysis, given in e for atoms 1 to 8: C 0.022; C -0.453; O 0.171; N -0.116; C -0.081; N -0.273; C -0.149; C -0.260


2.
Density functional theory data (the ωB97M-V functional and the def2-TZVPD basis) for a molecular structure, C31H36F2N5OSSi2Zr at a distorted geometry.

Positions of all 79 atoms, in Å:
Zr (-0.53, 0.11, -0.47)
N (-0.80, 4.78, -1.69)
C (-0.63, 3.40, -1.63)
S (0.97, 2.85, -1.27)
N (-1.69, 2.71, -1.88)
N (-1.60, 1.33, -1.79)
C (-2.53, 0.66, -2.53)
C (-2.53, -0.71, -2.51)
C (-3.42, -1.52, -3.28)
C (-3.31, -2.87, -3.28)
C (-2.27, -3.48, -2.50)
C (-1.46, -2.68, -1.76)
N (-1.55, -1.33, -1.71)
H (0.05, 5.26, -1.93)
H (-1.60, 5.06, -2.24)
H (-3.22, 1.22, -3.14)
H (-4.19, -1.01, -3.85)
H (-3.97, -3.48, -3.87)
H (-2.13, -4.55, -2.50)
H (-0.67, -3.13, -1.16)
F (2.55, -4.27, 1.44)
C (1.39, -3.60, 1.49)
C (1.27, -2.37, 0.87)
C (0.08, -1.64, 0.91)
C (-1.02, -2.23, 1.59)
C (-0.85, -3.48, 2.21)
F (-1.86, -4.10, 2.87)
C (0.34, -4.18, 2.17)
C (-2.32, -1.54, 1.54)
C (-3.47, -1.92, 2.22)
C (-4.66, -1.25, 2.03)
C (-4.70, -0.19, 1.13)
C (-3.52, 0.17, 0.51)
N (-2.35, -0.44, 0.73)
H (2.14, -1.98, 0.36)
H (0.42, -5.14, 2.64)
H (-3.45, -2.75, 2.91)
H (-5.55, -1.54, 2.57)
H (-5.61, 0.35, 0.93)
H (-3.49, 1.01, -0.17)
C (2.51, 3.05, 1.76)
Si (1.75, 1.35, 1.33)
C (1.82, 0.32, 2.95)
C (3.11, 0.55, 0.24)
C (4.29, 0.53, 0.99)
C (5.49, 0.08, 0.46)
C (5.53, -0.34, -0.86)
C (4.36, -0.33, -1.61)
C (3.13, 0.08, -1.09)
Si (1.53, -0.21, -2.16)
C (1.93, 0.78, -3.77)
C (1.83, -2.02, -2.79)
H (3.40, 2.92, 2.37)
H (1.83, 3.71, 2.30)
H (2.80, 3.56, 0.84)
H (2.39, 0.82, 3.74)
H (2.29, -0.65, 2.77)
H (0.82, 0.12, 3.33)
H (4.29, 0.87, 2.02)
H (6.38, 0.06, 1.07)
H (6.46, -0.69, -1.30)
H (4.40, -0.67, -2.64)
H (2.77, 0.35, -4.32)
H (2.17, 1.82, -3.52)
H (1.06, 0.79, -4.43)
H (2.72, -2.11, -3.42)
H (0.97, -2.35, -3.38)
H (1.94, -2.71, -1.95)
C (-1.74, 1.72, 2.94)
C (-0.55, 2.37, 2.24)
C (-0.94, 3.73, 1.69)
O (0.02, 1.52, 1.22)
H (-1.96, 2.29, 3.84)
H (-1.52, 0.69, 3.22)
H (-2.62, 1.74, 2.30)
H (0.21, 2.51, 3.01)
H (-1.75, 3.63, 0.96)
H (-0.10, 4.20, 1.18)
H (-1.28, 4.37, 2.51)

Values from the calculation:
charge: -1
max |F|: 2.7 eV Å⁻¹

Atom charges from the Löwdin analysis, given in e for atoms 1 to 8: Zr 1.430; N 0.017; C -0.882; S 0.648; N -0.029; N -0.283; C -0.186; C -0.314


3.
Density functional theory data (the ωB97M-V functional and the def2-TZVPD basis) for a molecular structure, C31H36F6FeN4O6S2Sb at a distorted geometry.

Positions of all 87 atoms, in Å:
Fe (0.03, 0.63, -0.07)
C (4.23, 1.26, 0.76)
C (4.22, 0.38, -0.46)
C (5.31, -0.44, -0.75)
C (5.31, -1.24, -1.88)
C (4.22, -1.22, -2.72)
C (3.11, -0.42, -2.46)
C (1.95, -0.41, -3.41)
C (3.11, 0.39, -1.32)
N (2.02, 1.21, -0.96)
C (2.15, 2.53, -1.19)
O (3.05, 3.09, -1.82)
C (1.13, 3.37, -0.45)
C (1.08, 4.75, -0.53)
C (0.22, 5.42, 0.33)
C (-0.51, 4.71, 1.27)
C (-0.40, 3.33, 1.28)
N (0.39, 2.71, 0.42)
C (-1.02, 2.42, 2.32)
O (-1.57, 2.91, 3.31)
N (-0.80, 1.14, 2.04)
C (-1.22, 0.13, 2.90)
C (-2.58, -0.08, 3.22)
C (-3.65, 0.85, 2.72)
C (-2.92, -1.15, 4.05)
C (-1.95, -1.98, 4.59)
C (-0.62, -1.76, 4.29)
C (-0.24, -0.72, 3.44)
C (1.21, -0.48, 3.12)
H (5.07, 1.02, 1.41)
H (4.31, 2.31, 0.45)
H (3.30, 1.16, 1.32)
H (6.16, -0.44, -0.09)
H (6.17, -1.86, -2.11)
H (4.21, -1.85, -3.61)
H (2.13, -1.07, -4.26)
H (1.04, -0.73, -2.91)
H (1.76, 0.60, -3.78)
H (1.71, 5.25, -1.25)
H (0.15, 6.50, 0.29)
H (-1.15, 5.19, 1.99)
H (-3.29, 1.41, 1.87)
H (-4.54, 0.29, 2.42)
H (-3.92, 1.56, 3.50)
H (-3.96, -1.31, 4.29)
H (-2.24, -2.79, 5.25)
H (0.15, -2.40, 4.72)
H (1.84, -1.29, 3.49)
H (1.35, -0.37, 2.04)
H (1.54, 0.46, 3.57)
F (-1.56, 3.83, -2.08)
C (-1.33, 3.33, -3.31)
F (-2.19, 3.89, -4.16)
F (-0.10, 3.64, -3.68)
S (-1.55, 1.49, -3.21)
O (-0.57, 1.10, -2.22)
O (-1.36, 1.01, -4.54)
N (-3.04, 1.34, -2.75)
S (-3.44, 1.05, -1.25)
O (-4.53, 0.14, -1.18)
O (-2.32, 0.81, -0.37)
C (-4.18, 2.69, -0.69)
F (-4.46, 3.46, -1.75)
F (-5.31, 2.48, -0.02)
F (-3.33, 3.34, 0.10)
C (-0.36, -4.32, 2.21)
C (-1.25, -3.91, 1.04)
Sb (-0.62, -2.01, 0.16)
C (-1.65, -2.19, -1.76)
C (-1.89, -3.58, -2.33)
C (1.39, -2.67, -0.39)
C (1.54, -3.91, -1.27)
H (-0.74, -5.24, 2.67)
H (-0.34, -3.55, 2.97)
H (0.66, -4.51, 1.88)
H (-2.28, -3.76, 1.37)
H (-1.24, -4.66, 0.26)
H (-1.07, -1.57, -2.45)
H (-2.60, -1.67, -1.61)
H (-0.96, -4.11, -2.52)
H (-2.43, -3.50, -3.28)
H (-2.49, -4.18, -1.65)
H (1.90, -2.82, 0.56)
H (1.87, -1.81, -0.87)
H (0.99, -4.76, -0.86)
H (2.59, -4.19, -1.34)
H (1.19, -3.72, -2.28)

Values from the calculation:
expectation value of S²: 6.011
multiplicity: 5
charge: -1
max |F|: 1.9 eV Å⁻¹

Atom charges from the Löwdin analysis, given in e for atoms 1 to 8: Fe 0.699; C -0.032; C -0.204; C -0.063; C -0.102; C -0.068; C -0.229; C -0.031


Going through the records in order, we get total energy values of -80405.097, -75539.461, -129880.843 eV.